Computed, not measured: C19H25N3O2 in the gas phase, with ωB97M-V/def2-TZVPD.

SMILES string = Oc1ccc(CC[C@@H]2CCCCN2Cc2nc(C3CC3)no2)cc1
ΔE to the lowest compared entry with this formula, charge and spin = 281.7 kJ/mol

Last column: natural (NBO) charge in e.
Cartesian coordinates (Å):
O 5.506862 3.575797 0.267223  -0.667
C 4.687806 2.513796 0.023450  0.294
C 3.359199 2.673996 -0.346360  -0.290
C 2.566217 1.565198 -0.583107  -0.195
C 3.078583 0.281532 -0.459003  -0.059
C 2.204181 -0.919577 -0.681581  -0.448
C 1.891857 -1.635209 0.645306  -0.391
C 0.512936 -2.310669 0.640673  -0.038
C 0.546848 -3.516607 -0.305814  -0.403
C -0.793895 -4.236636 -0.349759  -0.395
C -1.861318 -3.234290 -0.763620  -0.403
C -1.842525 -2.058130 0.201789  -0.217
N -0.544988 -1.400306 0.206076  -0.441
C -0.624167 -0.168487 0.975134  -0.290
C -1.429958 0.836609 0.235410  0.542
N -2.557277 1.369253 0.591270  -0.516
C -2.836699 2.226459 -0.439416  0.315
C -4.025675 3.063596 -0.486308  -0.283
C -4.561913 3.618733 0.809099  -0.397
C -5.302011 2.530826 0.113875  -0.397
N -1.920431 2.208115 -1.368689  -0.157
O -0.993916 1.304963 -0.937033  -0.284
C 4.411268 0.133637 -0.089390  -0.137
C 5.212153 1.231395 0.150717  -0.282
H 5.020895 4.397494 0.128708  0.478
H 2.945641 3.668905 -0.452211  0.206
H 1.536639 1.703910 -0.879824  0.221
H 1.265871 -0.604973 -1.138860  0.234
H 2.701016 -1.612749 -1.362541  0.214
H 1.958774 -0.922243 1.469825  0.205
H 2.641754 -2.402653 0.844471  0.214
H 0.304021 -2.676060 1.666983  0.168
H 0.791778 -3.163628 -1.307507  0.206
H 1.332113 -4.200122 0.021969  0.209
H -0.752350 -5.068877 -1.054463  0.210
H -1.031599 -4.640871 0.637502  0.194
H -1.652234 -2.871774 -1.771062  0.206
H -2.851792 -3.692011 -0.758602  0.210
H -2.592932 -1.322097 -0.097576  0.208
H -2.106466 -2.411493 1.216559  0.160
H -1.084771 -0.311337 1.967530  0.204
H 0.374757 0.250031 1.098957  0.237
H -4.082245 3.672276 -1.378016  0.241
H -4.023232 3.365000 1.708626  0.229
H -4.964450 4.619718 0.793431  0.219
H -5.263431 1.542357 0.544149  0.228
H -6.226084 2.765337 -0.391407  0.219
H 4.828681 -0.857927 0.008557  0.199
H 6.246515 1.119787 0.434854  0.221

Cartesian forces (eV/Å) of the 3 atoms listed first:
O 0.1 0.1 0.0
C -0.3 -0.2 -0.1
C 0.2 0.1 0.1



Computed, not measured: 6 unconnected molecules or ions with the total composition C40H40B2F5NO17S, with ωB97M-V/def2-TZVPD.

SMILES string = CCB(O)[C@](C[C@@H](C)O)(OCCNB(O)O)S(=O)(=O)C(F)(F)C(F)(F)F.O=C1C=CC(=O)C=C1.O=C1C=CC(=O)C=C1.O=C1C=CC(=O)C=C1.O=C1C=CC(=O)C=C1.O=C1C=CC(=O)C=C1

Last column: Löwdin charge in e.
Cartesian coordinates (Å):
C -2.552668 2.356316 1.552738  -0.086
C -1.931392 1.218599 0.713945  -0.105
B -0.400910 1.407101 0.423273  -0.441
O -0.058660 1.770716 -0.852670  0.125
C 0.721422 1.142816 1.578257  -0.367
C 0.337833 -0.153300 2.304157  -0.068
C 0.235651 -1.408173 1.445217  -0.396
C 1.132057 -2.497399 2.071286  -0.031
O -1.102697 -1.886016 1.440848  -0.027
O 0.701000 2.138574 2.587071  -0.092
C 0.652953 3.477596 2.099868  -0.169
C 1.216478 4.388648 3.180881  -0.174
N 1.561063 5.698303 2.590414  0.105
B 3.015333 5.915662 2.645262  -0.739
O 3.690322 6.020508 3.836887  0.181
O 3.722998 6.001438 1.442568  0.147
S 2.424319 1.089987 0.924257  0.822
O 2.781420 -0.222983 0.468870  -0.248
O 2.675744 2.114486 -0.051418  -0.265
C 3.665438 1.484026 2.297368  -0.425
F 3.717912 2.808238 2.540476  0.121
F 4.839573 1.127574 1.732166  0.123
C 3.557875 0.681108 3.616850  -0.526
F 4.734420 0.844908 4.276928  0.155
F 3.416559 -0.633874 3.360068  0.166
F 2.583684 1.129293 4.415080  0.179
H -3.628963 2.292240 1.478856  0.051
H -2.298319 2.254921 2.602978  0.080
H -2.276034 3.341155 1.196977  0.069
H -2.154556 0.280135 1.212799  0.094
H -2.443410 1.209850 -0.242902  0.099
H -0.176157 2.719591 -1.002638  0.083
H -0.630054 0.038548 2.749234  0.140
H 1.021654 -0.302383 3.128169  0.104
H 0.609075 -1.297303 0.429351  0.108
H 0.763111 -3.493702 1.853348  0.083
H 1.241976 -2.363245 3.143855  0.042
H 2.123471 -2.418638 1.629496  0.076
H -1.089559 -2.756501 1.044831  0.083
H -0.364437 3.807809 1.926354  0.114
H 1.254802 3.630885 1.206819  0.119
H 0.418865 4.547203 3.900283  0.127
H 2.015392 3.905757 3.736147  0.105
H 1.154036 6.393654 3.206508  0.112
H 4.540401 5.582513 3.789190  0.103
H 4.277988 5.223512 1.354780  0.089
O 0.381779 -3.165137 -1.545321  0.090
C 0.633190 -2.506972 -2.535532  -0.371
C 0.240028 -1.085340 -2.630753  0.034
C 0.520252 -0.359796 -3.707510  0.040
C 1.235864 -0.949048 -4.866259  -0.377
O 1.491943 -0.289482 -5.849203  0.110
C 1.628344 -2.379011 -4.772380  0.032
C 1.350502 -3.099008 -3.690133  0.012
H -0.282807 -0.672293 -1.777892  0.110
H 0.242082 0.683261 -3.789430  0.120
H 2.149678 -2.791305 -5.626299  0.125
H 1.632904 -4.140151 -3.599348  0.120
O -6.258453 1.032859 -4.978936  0.108
C -5.991945 1.484254 -3.887237  -0.387
C -6.943732 1.367295 -2.752671  0.021
C -6.652976 1.864104 -1.553854  0.022
C -5.364857 2.555584 -1.300475  -0.374
O -5.093768 3.006429 -0.208429  0.098
C -4.411076 2.673329 -2.433252  0.026
C -4.703013 2.175201 -3.631525  0.024
H -7.876632 0.859015 -2.960151  0.122
H -7.331545 1.790061 -0.713588  0.122
H -3.474939 3.180319 -2.227493  0.109
H -4.023316 2.247451 -4.471103  0.121
O -0.854188 3.962485 -2.576567  0.082
C 0.053682 4.410238 -3.253763  -0.359
C 1.454465 4.396605 -2.766523  0.037
C 2.443484 4.886070 -3.508063  0.040
C 2.186539 5.463154 -4.852084  -0.379
O 3.085032 5.907994 -5.528831  0.119
C 0.781367 5.473115 -5.336431  0.030
C -0.206893 4.983343 -4.594311  0.022
H 1.626685 3.968342 -1.785166  0.109
H 3.472597 4.886984 -3.173302  0.128
H 0.614961 5.897581 -6.318013  0.124
H -1.236967 4.979688 -4.927667  0.121
O -1.159080 -4.982178 -5.382110  0.104
C -1.526674 -5.877578 -4.651829  -0.380
C -2.408481 -6.963675 -5.148055  0.020
C -2.812236 -7.944076 -4.345063  0.021
C -2.397430 -7.994740 -2.919579  -0.387
O -2.764670 -8.889220 -2.190251  0.107
C -1.515650 -6.907933 -2.424608  0.028
C -1.112098 -5.928133 -3.228030  0.027
H -2.698804 -6.908551 -6.189458  0.122
H -3.455584 -8.745460 -4.685163  0.122
H -1.224765 -6.961232 -1.383302  0.124
H -0.469843 -5.128449 -2.882222  0.089
O 2.563791 -6.524129 8.254699  0.110
C 2.050911 -5.753687 7.474355  -0.387
C 0.876964 -6.151077 6.656501  0.022
C 0.315838 -5.304254 5.798032  0.025
C 0.837575 -3.927069 5.623514  -0.369
O 0.324372 -3.155463 4.840526  0.088
C 2.010831 -3.528668 6.439153  0.026
C 2.572921 -4.374565 7.297614  0.023
H 0.511610 -7.159716 6.800415  0.122
H -0.539669 -5.572974 5.191549  0.123
H 2.376225 -2.519639 6.294581  0.120
H 3.428660 -4.104902 7.903137  0.123

Cartesian forces (eV/Å) of the 3 atoms listed first:
C -0.1 -0.4 0.1
C 0.0 0.3 0.5
B -0.4 -0.1 -0.6



Computed, not measured: a molecular structure, C8H12AlF6O6P, with ωB97M-V/def2-TZVPD.

net charge = +2
ΔE to the lowest compared entry with this formula, charge and spin = 0.0 kJ/mol

Last column: natural (NBO) charge in e.
Cartesian coordinates (Å):
Al -0.149262 0.414838 -0.332906  1.573
P -0.213390 -2.946929 1.031742  2.580
F -1.122040 -2.565033 -0.315152  -0.527
F -1.437626 -3.741763 1.736075  -0.495
F 0.325591 -4.279328 0.325085  -0.512
F 0.627482 -3.058377 2.351302  -0.534
F 0.955857 -2.089165 0.311673  -0.576
F -0.887068 -1.536684 1.645670  -0.540
C -6.403589 2.675323 0.002263  -0.653
C -5.889853 1.430514 0.606907  0.062
C -6.357570 0.139028 -0.164236  -0.070
O -5.029144 -0.271717 -0.557434  -0.375
C -4.047025 0.197603 0.204802  0.994
O -2.908865 -0.226716 0.175834  -0.459
O -4.456623 1.339850 0.726965  -0.428
H -6.376303 2.621622 -1.094596  0.242
H -5.652175 3.463799 0.120216  0.264
H -7.410424 2.942035 0.310984  0.277
H -6.202476 1.230330 1.635968  0.243
H -6.811993 0.303427 -1.140089  0.245
H -6.880274 -0.602765 0.437553  0.251
C 7.172572 -0.528699 -0.097575  -0.630
C 6.139029 0.623149 -0.139885  0.069
C 5.824169 1.099239 -1.552760  -0.108
O 4.419646 0.914755 -1.687542  -0.406
C 3.880933 0.521025 -0.536622  1.013
O 2.691530 0.372386 -0.320430  -0.575
O 4.813765 0.202839 0.354435  -0.398
H 8.134332 -0.163536 -0.462738  0.255
H 6.895114 -1.258190 -0.864636  0.222
H 7.326596 -1.107396 0.809324  0.268
H 6.600070 1.412766 0.455467  0.240
H 6.277271 0.357189 -2.215058  0.244
H 6.151737 2.114595 -1.760620  0.244

Cartesian forces (eV/Å) of the 3 atoms listed first:
Al 0.1 -2.6 1.2
P -1.4 -2.3 0.6
F -0.1 -0.1 0.0



HOMO energy values (in eV) by entry order: -8.29; -9.81; -17.14.
Strongest force on any atom values (in eV/A) by entry order: 1.264; 1.912; 3.899.
Frontier orbital gap values (in eV) by entry order: 9.151; 8.082; 2.394.